164
Properties=species:S:1:pos:R:3:lowdin_spin:R:1 method="wB97M-V/def2-TZVPD" orbital_gap_ev="3.3 / 7.1" spin_multiplicity=2 e_lumo_ev="1.96 / 1.95" charge=-1 s_squared=0.764
Tl -0.2291 0.3990 -0.0217 0.007
C -3.6071 -1.4512 -0.2002 0.001
C -4.4866 -0.3507 0.3827 0.001
C -3.8836 0.4133 1.5364 0.000
C -4.7299 1.1105 2.4016 0.000
C -4.1960 1.8094 3.4645 0.000
C -2.8204 1.7994 3.6404 0.000
C -2.0470 1.0909 2.7358 0.000
N -2.5608 0.4036 1.7068 0.001
N -2.5568 -1.0672 -1.1411 0.010
C -1.8163 -2.3064 -1.4784 0.024
C -0.7532 -2.1158 -2.5007 0.128
C -0.8242 -2.7440 -3.7210 0.043
C 0.2433 -2.6491 -4.6397 0.279
C 1.3952 -1.9192 -4.2052 0.074
C 1.3828 -1.3049 -2.9854 0.099
N 0.3263 -1.3350 -2.1010 0.255
C -3.0178 -0.3559 -2.3264 0.005
C -3.3445 1.0904 -2.0445 0.001
C -4.5019 1.6805 -2.5521 0.001
C -4.8347 2.9642 -2.1612 0.000
C -3.9959 3.6282 -1.2847 0.002
C -2.8162 3.0027 -0.9096 0.000
N -2.4882 1.7695 -1.2819 0.002
H -4.2657 -2.1995 -0.6766 0.000
H -3.1036 -1.9452 0.6309 0.000
H -5.4115 -0.8109 0.7346 0.000
H -4.7795 0.3618 -0.3848 0.000
H -5.8008 1.0998 2.2297 0.000
H -4.8387 2.3517 4.1480 0.000
H -2.3548 2.3345 4.4585 0.000
H -0.9602 1.0476 2.8343 0.000
H -2.5022 -3.1016 -1.8105 0.002
H -1.3390 -2.6362 -0.5431 0.004
H -1.7052 -3.3361 -3.9589 -0.003
H 0.2089 -3.1465 -5.6015 0.025
H 2.2785 -1.8536 -4.8332 0.000
H 2.2602 -0.7731 -2.6363 0.004
H -3.8909 -0.8476 -2.7862 0.001
H -2.2005 -0.3898 -3.0528 0.003
H -5.1491 1.1121 -3.2087 0.000
H -5.7414 3.4345 -2.5236 0.000
H -4.2436 4.6146 -0.9116 0.000
H -2.0810 3.5122 -0.2913 0.000
C 5.1104 -3.2422 1.3568 0.000
C 3.7593 -2.6992 1.8431 0.000
Ge 2.3290 -2.0886 0.5734 0.003
C 1.8671 -3.5638 -0.6652 0.005
C 2.7864 -4.7921 -0.6011 0.001
C 3.5003 -0.7154 -0.3101 0.000
C 3.7264 0.5254 -0.7585 0.001
Ge 2.7123 2.1846 -1.1909 0.000
C 3.9771 3.7120 -1.2908 0.000
C 4.3230 4.2287 -2.6941 0.000
C 1.4442 2.2043 -2.6999 0.001
C 2.0560 2.0641 -4.0994 0.003
C 5.1573 0.8544 -1.0782 0.000
C 6.0826 1.0071 -0.0432 0.000
C 7.4002 1.3487 -0.3197 0.000
C 7.8160 1.5295 -1.6343 0.000
C 6.9061 1.3650 -2.6706 0.000
C 5.5863 1.0308 -2.3933 0.000
H 5.7939 -3.3935 2.1991 0.000
H 5.6114 -2.5593 0.6634 0.000
H 4.9986 -4.2012 0.8491 0.000
H 3.9330 -1.8329 2.4940 0.000
H 3.2707 -3.4520 2.4710 0.000
H 1.8300 -3.1930 -1.6893 0.002
H 0.8473 -3.8437 -0.3829 0.001
H 3.7681 -4.5692 -1.0285 0.000
H 2.3566 -5.6223 -1.1723 0.000
H 2.9353 -5.1350 0.4282 0.000
H 4.4425 -1.2746 -0.2930 0.000
H 4.8850 3.4182 -0.7670 0.000
H 3.5256 4.5208 -0.7087 0.000
H 4.7987 3.4570 -3.2988 0.000
H 5.0150 5.0735 -2.6295 0.000
H 3.4308 4.5738 -3.2248 0.000
H 0.9170 3.1586 -2.6036 0.000
H 0.7094 1.4132 -2.5351 0.002
H 2.8207 2.8212 -4.2931 0.000
H 1.2817 2.1683 -4.8644 0.000
H 2.5074 1.0827 -4.2380 0.001
H 5.7362 0.8884 0.9779 0.000
H 8.1049 1.4806 0.4939 0.000
H 8.8404 1.8128 -1.8490 0.000
H 7.2255 1.5034 -3.6980 0.000
H 4.8719 0.9038 -3.2041 0.000
C 0.1808 -1.4278 3.9748 0.000
C 0.7906 -1.0485 2.6218 0.002
O 1.0791 0.1703 2.4370 0.001
N 0.9384 -2.0421 1.7597 0.003
Te -2.1040 -3.7883 2.7538 0.001
C -3.8987 -4.6843 3.5118 0.000
C -5.1191 -3.9979 3.4808 0.000
C -5.2746 -2.5923 2.9465 0.000
C -6.2762 -4.6356 3.9309 0.000
C -6.2572 -5.9298 4.4220 0.000
C -7.5167 -6.6011 4.9080 0.000
C -5.0325 -6.5858 4.4818 0.000
C -3.8544 -5.9881 4.0483 0.000
C -2.5681 -6.7657 4.1836 0.000
C -1.6634 -5.3242 1.3565 0.000
C -2.5910 -5.7463 0.3950 0.000
C -4.0058 -5.2251 0.3234 0.000
C -2.1980 -6.7011 -0.5429 0.000
C -0.9110 -7.2151 -0.5721 0.000
C -0.4941 -8.2197 -1.6152 0.000
C -0.0070 -6.7814 0.3899 0.000
C -0.3559 -5.8504 1.3602 0.000
C 0.6713 -5.4398 2.3854 0.000
H 0.6559 -0.8404 4.7641 0.000
H 0.3151 -2.4890 4.1641 0.000
H -0.8885 -1.1898 3.9768 0.000
H -4.3177 -2.1016 2.7882 0.000
H -5.8576 -1.9787 3.6380 0.000
H -5.8076 -2.6143 1.9906 0.000
H -7.2194 -4.0960 3.8894 0.000
H -8.4011 -6.0375 4.6071 0.000
H -7.5207 -6.6762 5.9988 0.000
H -7.6008 -7.6139 4.5085 0.000
H -4.9926 -7.5947 4.8847 0.000
H -2.7186 -7.6559 4.7962 0.000
H -1.7967 -6.1467 4.6451 0.000
H -2.1895 -7.0785 3.2082 0.000
H -4.0593 -4.1861 0.6506 0.000
H -4.6708 -5.8072 0.9689 0.000
H -4.3840 -5.2899 -0.6989 0.000
H -2.9210 -7.0359 -1.2809 0.000
H -1.2580 -8.3230 -2.3864 0.000
H -0.3286 -9.2021 -1.1649 0.000
H 0.4383 -7.9147 -2.0945 0.000
H 1.0061 -7.1728 0.3805 0.000
H 1.5556 -6.0770 2.3226 0.000
H 0.2593 -5.5158 3.3946 0.000
H 0.9761 -4.3964 2.2380 0.000
C -0.3153 6.8017 -4.4840 0.000
C -0.4059 6.8931 -2.9850 0.000
C -1.6008 7.2021 -2.3502 0.000
C -1.7015 7.1820 -0.9649 0.000
C -0.5948 6.8419 -0.2112 0.000
C 0.6298 6.6028 -0.8223 0.000
C 0.7193 6.6483 -2.1997 0.000
S -0.7810 6.5118 1.5073 0.000
O 0.3599 7.0216 2.2103 0.000
O -2.0986 6.9379 1.8939 0.000
N -0.7465 4.8569 1.5806 0.000
C 0.1937 4.1819 2.5072 0.000
C 1.6620 4.3251 2.0809 0.000
C 2.2093 3.2351 1.1916 0.000
O 3.2832 2.7190 1.4524 0.000
O 1.5146 2.9230 0.0956 0.000
H -1.3073 6.7926 -4.9345 0.000
H 0.2001 5.8851 -4.7752 0.000
H 0.2440 7.6427 -4.8984 0.000
H -2.4712 7.4462 -2.9489 0.000
H -2.6252 7.4262 -0.4542 0.000
H 1.5027 6.3873 -0.2177 0.000
H 1.6752 6.4791 -2.6817 0.000
H -1.7105 4.5541 1.6877 0.000
H -0.0767 3.1261 2.5147 0.000
H 0.0758 4.5785 3.5162 0.000
H 2.3119 4.3719 2.9488 0.000
H 1.7683 5.2642 1.5467 0.000

173
Properties=species:S:1:pos:R:3:lowdin_charge:R:1 method="wB97M-V/def2-TZVPD" orbital_gap_ev=6.4 e_lumo_ev=1.35 charge=-1
C 5.2615 -0.3193 5.4063 -0.064
C 5.2652 1.1965 5.4972 -0.282
O 5.5444 1.7390 4.2177 -0.160
C 5.0107 3.0326 3.9695 -0.227
C 3.8627 2.9486 2.9729 -0.163
C 2.5064 2.7653 3.6606 -0.214
C 1.3250 2.9415 2.7081 -0.207
C 1.2019 1.7874 1.7158 -0.168
C 1.0137 0.3711 2.2285 -0.155
C 0.3283 0.0728 3.4046 -0.259
N -0.2686 1.0741 4.2159 0.087
C 0.1572 -1.2694 3.7602 -0.355
C 0.6417 -2.3112 2.9976 -0.216
C 1.3209 -2.0532 1.8016 -0.165
C 1.7630 -3.2554 0.9975 -0.132
C 3.1389 -3.8770 1.3514 -0.389
C 4.2448 -3.4822 0.3640 -0.097
C 3.5998 -3.6525 2.7882 -0.064
C 1.4949 -0.7084 1.4421 -0.338
P 2.3559 -0.4780 -0.1443 0.950
P 0.7299 0.3339 -1.3621 0.313
O -0.5635 0.1133 -0.6867 -0.311
O 0.8953 1.9232 -1.6437 -0.203
O 0.8093 -0.4199 -2.7690 -0.162
N 0.4302 -3.6515 3.4273 0.058
C -0.9390 -3.9560 3.6773 -0.191
C -1.6304 -3.1049 4.5418 -0.375
C -2.9661 -3.2869 4.8428 -0.255
C -3.7332 -2.3340 5.7153 -0.162
C -4.3046 -1.1886 4.8629 -0.150
C -5.5739 -0.5808 5.4241 -0.162
O -6.7068 -1.4391 5.1780 -0.007
C -7.1494 -1.4258 3.9028 -0.522
C -7.5740 -2.7653 3.3792 0.035
O -7.1955 -0.4097 3.2449 0.059
C -3.6048 -4.3682 4.2549 0.035
C -2.9231 -5.1959 3.3901 -0.215
F -3.6529 -6.1949 2.8870 0.079
C -1.5767 -5.0374 3.0642 0.033
C -0.8754 -6.0219 2.0740 -0.659
O 0.3621 -6.1391 2.1912 -0.062
O -1.6437 -6.5753 1.2674 -0.024
S -0.7274 -1.7278 5.2201 1.067
H 4.7707 -0.6456 4.4905 0.068
H 4.7023 -0.7406 6.2430 0.076
H 6.2672 -0.7333 5.4490 0.072
H 4.2961 1.5407 5.8678 0.109
H 6.0522 1.5093 6.1942 0.113
H 4.6616 3.4853 4.9045 0.115
H 5.8188 3.6708 3.6063 0.106
H 4.0432 2.0983 2.3156 0.114
H 3.8250 3.8802 2.4023 0.117
H 2.4668 1.8006 4.1740 0.106
H 2.4276 3.5422 4.4299 0.114
H 0.3898 3.1093 3.2338 0.091
H 1.4948 3.8553 2.1289 0.111
H 0.3972 1.9801 1.0014 0.103
H 2.1165 1.8063 1.1275 0.053
H 0.4168 1.6815 4.6430 0.064
H -0.7995 0.6491 4.9653 0.022
H 1.0215 -4.0315 1.1845 0.099
H 1.7279 -3.0491 -0.0716 0.086
H 3.0063 -4.9553 1.2374 0.131
H 4.3132 -2.4054 0.2221 0.026
H 4.0665 -3.9701 -0.5958 0.076
H 5.1994 -3.8671 0.7296 0.067
H 4.5288 -4.2058 2.9440 0.075
H 3.7643 -2.5986 3.0206 0.071
H 2.8867 -4.0860 3.4866 0.062
H 3.2574 0.5832 0.0453 -0.056
H 0.0205 2.3028 -1.4749 0.075
H 0.3560 0.0777 -3.4592 0.053
H 0.9879 -3.8546 4.2514 0.117
H -4.5352 -2.8702 6.2243 0.119
H -3.0870 -1.8953 6.4754 0.090
H -3.5596 -0.3979 4.7657 0.116
H -4.5248 -1.5681 3.8624 0.121
H -5.5097 -0.4459 6.5033 0.128
H -5.7538 0.4026 4.9921 0.118
H -7.3115 -3.5694 4.0585 0.081
H -8.6580 -2.7630 3.2537 0.090
H -7.1319 -2.9164 2.3972 0.100
H -4.6501 -4.5520 4.4674 0.121
N 4.4545 2.4389 -4.1105 -0.004
C 3.5756 1.6994 -3.3561 -0.159
C 4.1513 0.4778 -3.1217 -0.106
C 5.4278 0.4881 -3.7502 -0.095
C 5.5859 1.7074 -4.3506 -0.144
H 4.2927 3.3764 -4.4291 0.136
H 2.6278 2.1118 -3.0554 0.083
H 3.7217 -0.3366 -2.5591 0.054
H 6.1471 -0.3133 -3.7572 0.094
H 6.4025 2.1157 -4.9210 0.104
N 9.1430 5.7605 4.6109 -0.004
C 8.3979 4.7140 5.0848 -0.146
C 8.7764 3.5871 4.4065 -0.109
C 9.7923 3.9689 3.4878 -0.107
C 9.9961 5.3145 3.6385 -0.148
H 9.0724 6.7092 4.9265 0.139
H 7.6649 4.8599 5.8598 0.105
H 8.3675 2.6003 4.5493 0.090
H 10.3113 3.3276 2.7957 0.089
H 10.6709 5.9885 3.1396 0.102
N 1.9993 1.0818 -6.4659 0.020
C 0.6559 0.8174 -6.4465 -0.138
C 0.2692 0.5038 -7.7226 -0.111
C 1.4284 0.5767 -8.5436 -0.118
C 2.4781 0.9318 -7.7364 -0.128
H 2.5513 1.3438 -5.6631 0.117
H 0.0911 0.8791 -5.5331 0.104
H -0.7310 0.2505 -8.0320 0.087
H 1.4848 0.3917 -9.6042 0.096
H 3.5191 1.0919 -7.9581 0.112
N 0.8581 4.2464 -6.9935 0.023
C 1.6927 5.2783 -6.6717 -0.142
C 0.9893 6.4474 -6.7935 -0.107
C -0.3259 6.1038 -7.2056 -0.112
C -0.3727 4.7365 -7.3174 -0.139
H 1.1106 3.2724 -6.9920 0.103
H 2.7146 5.0963 -6.3855 0.099
H 1.3726 7.4368 -6.6096 0.090
H -1.1373 6.7868 -7.3957 0.071
H -1.1700 4.0680 -7.5977 0.104
N 2.1616 -7.3629 5.9523 0.006
C 2.1281 -7.4783 7.3159 -0.161
C 1.0549 -6.7551 7.7670 -0.125
C 0.4203 -6.1867 6.6265 -0.106
C 1.1271 -6.5822 5.5202 -0.120
H 2.8411 -7.7884 5.3500 0.142
H 2.8633 -8.0611 7.8443 0.095
H 0.7572 -6.6465 8.7971 0.080
H -0.4561 -5.5585 6.6154 0.086
H 0.9717 -6.3809 4.4647 0.093
N -9.3240 -0.4928 0.9310 0.016
C -10.6895 -0.5352 0.9212 -0.151
C -11.0886 -0.9982 -0.3062 -0.125
C -9.9118 -1.2451 -1.0645 -0.119
C -8.8411 -0.9229 -0.2708 -0.137
H -8.7529 -0.1934 1.7057 0.109
H -11.2599 -0.2354 1.7838 0.100
H -12.1076 -1.1447 -0.6239 0.082
H -9.8572 -1.6168 -2.0740 0.085
H -7.7811 -0.9634 -0.4573 0.109
N -4.1153 2.1728 -0.1041 -0.006
C -5.1674 1.7919 0.6858 -0.148
C -4.8751 0.5604 1.2091 -0.106
C -3.5932 0.1830 0.7162 -0.088
C -3.1523 1.1972 -0.0884 -0.145
H -4.0600 3.0316 -0.6173 0.134
H -6.0299 2.4251 0.8068 0.100
H -5.5115 -0.0054 1.8701 0.058
H -3.0562 -0.7278 0.9259 0.097
H -2.2401 1.3062 -0.6489 0.063
N -3.7028 6.0966 -8.3312 0.008
C -4.0897 7.0377 -7.4174 -0.146
C -5.3219 7.5031 -7.7916 -0.113
C -5.6934 6.8120 -8.9773 -0.115
C -4.6738 5.9506 -9.2827 -0.140
H -2.8368 5.5908 -8.3068 0.107
H -3.4599 7.2932 -6.5826 0.102
H -5.8948 8.2532 -7.2730 0.088
H -6.6043 6.9328 -9.5389 0.087
H -4.5577 5.2500 -10.0915 0.104
N 0.0111 -2.5892 -9.3801 0.012
C 0.4288 -3.8277 -9.7801 -0.141
C -0.6820 -4.5745 -10.0696 -0.115
C -1.8165 -3.7507 -9.8369 -0.113
C -1.3546 -2.5329 -9.4139 -0.146
H 0.6164 -1.8364 -9.1031 0.105
H 1.4761 -4.0725 -9.8224 0.104
H -0.6827 -5.5971 -10.4075 0.087
H -2.8510 -4.0223 -9.9626 0.088
H -1.8822 -1.6376 -9.1343 0.095

no.,strongest force on any atom (eV Å⁻¹),DFT total energy (eV)
1,0.793,-223785.47268
2,1.684,-133688.26241